C6H15P | ωB97M-V with the def2-TZVPD basis set

The value obtained for the energy above the lowest of the compared OMol25 structures with the same formula, charge and spin is 376.2 kJ/mol. The HOMO energy (alpha / beta) is -0.2578 / -0.2655 hartree. As for the total energy: -15749.2481 eV. The gap between HOMO and LUMO (alpha / beta) comes out at 6.9 / 8.2 eV.

Positions of all 22 atoms, in Å:
P1 -0.113 -1.010 0.672
C1 -0.113 1.055 -1.782
C2 0.857 2.235 -1.488
C3 0.562 -0.134 2.170
C4 1.387 -2.189 0.613
C5 -1.497 -1.906 1.174
C6 -1.583 1.335 -1.560
H1 -2.101 1.479 -2.461
H2 -1.953 2.240 -1.057
H3 2.245 -1.528 0.482
H4 1.581 -2.516 1.630
H5 -2.466 -1.473 1.341
H6 0.480 3.037 -2.143
H7 -0.114 0.414 2.839
H8 0.126 0.289 -2.417
H9 1.113 -0.912 2.888
H10 -1.662 -2.881 0.718
H11 0.555 2.492 -0.461
H12 1.458 -2.938 -0.045
H13 1.907 1.888 -1.681
H14 -2.034 0.450 -1.187
H15 1.365 0.572 1.752

Mulliken atomic charge list, values in e, 2 entries: 0.71 -0.34

***

C2H5IP2 | ωB97M-V with the def2-TZVPD basis set

The value obtained for the energy above the lowest of the compared OMol25 structures with the same formula, charge and spin is 227.5 kJ/mol. The HOMO energy (alpha / beta) is -0.3057 / -0.3056 hartree. As for the total energy: -28829.3200 eV. The gap between HOMO and LUMO (alpha / beta) comes out at 7.4 / 7.4 eV.

Positions of all 10 atoms, in Å:
I1 -2.176 -0.993 -1.031
P1 -1.433 2.290 0.470
P2 -0.272 0.806 1.371
C1 -0.722 -0.739 0.438
C2 1.242 -0.759 -0.679
H1 -0.260 -1.512 0.942
H2 -0.526 3.189 1.015
H3 0.884 -1.354 -1.480
H4 1.884 -1.170 -0.018
H5 1.378 0.242 -1.026

Mulliken atomic charge list, values in e, 2 entries: 0.11 -0.08

***

C43H58CrIN4O6PSTe | ωB97M-V with the def2-TZVPD basis set

The value obtained for the energy above the lowest of the compared OMol25 structures with the same formula, charge and spin is 0.0 kJ/mol. The HOMO energy (alpha / beta) is -0.1490 / -0.1845 hartree. As for the total energy: -127725.2488 eV. The gap between HOMO and LUMO (alpha / beta) comes out at 5.8 / 6.9 eV. The spin multiplicity is 4. The charge is -1.

Positions of all 116 atoms, in Å:
I1 -0.175 6.214 0.105
Te1 -1.155 -0.059 3.158
Cr1 -0.462 1.064 -1.485
S1 1.166 -1.179 0.664
P1 1.875 -0.634 -2.979
O1 1.356 0.663 -2.332
O2 1.014 -1.829 -2.965
O3 0.358 1.944 0.107
O4 -3.235 -1.499 -1.174
O5 2.203 -0.129 -4.471
O6 3.307 -0.973 -2.365
N1 1.930 3.266 -0.896
N2 -0.424 2.583 -2.915
N3 -1.191 -0.617 -0.687
N4 -2.102 2.075 -0.991
C1 2.524 -0.958 -5.616
C2 -2.112 0.387 6.063
C3 -3.939 0.095 4.492
C4 -0.437 2.120 -6.585
C5 1.290 -1.726 -6.076
C6 -3.817 3.194 -0.066
C7 0.954 3.972 1.157
C8 -0.912 -2.914 4.297
C9 2.019 -0.431 4.132
C10 -0.651 0.535 6.416
C11 4.312 -0.043 -1.878
C12 1.791 -2.775 4.933
C13 -1.077 1.365 -7.562
C14 -4.511 -0.082 3.107
C15 1.173 -1.661 4.364
C16 -2.138 -1.674 -0.720
C17 -1.173 0.585 -4.910
C18 -2.376 -3.076 3.967
C19 -0.475 1.742 -5.247
C20 -5.396 0.505 7.994
C21 -4.837 0.209 5.554
C22 -3.016 2.044 -0.018
C23 -1.823 -0.167 -5.874
C24 3.664 -1.922 -5.304
C25 0.256 2.579 -4.211
C26 3.956 0.396 -0.465
C27 -2.563 0.168 4.748
C28 1.790 -5.144 5.798
C29 5.593 -0.858 -1.869
C30 -1.398 3.441 -2.759
C31 4.466 1.166 -2.797
C32 -1.636 -2.978 -0.182
C33 2.947 0.042 -6.677
C34 -0.252 -3.993 4.879
C35 -3.350 3.962 -1.134
C36 -4.412 0.391 6.859
C37 -3.045 0.481 7.091
C38 1.099 -3.946 5.199
C39 1.042 3.028 0.119
C40 -1.778 0.220 -7.207
C41 -2.284 3.251 -1.686
C42 -0.191 -1.732 4.046
C43 0.006 -0.558 -0.267
H1 3.385 -2.608 -4.502
H2 -3.699 4.933 -1.452
H3 0.504 -1.029 -6.377
H4 -2.283 -0.369 -7.964
H5 4.559 -1.378 -4.992
H6 1.212 -5.558 6.626
H7 3.834 0.592 -6.350
H8 -4.627 3.435 0.604
H9 -5.513 -0.510 3.159
H10 3.899 -2.503 -6.198
H11 1.254 2.168 -4.081
H12 1.449 0.484 4.285
H13 4.712 1.096 -0.100
H14 4.701 0.855 -3.817
H15 2.388 -0.395 3.104
H16 -1.536 4.253 -3.471
H17 0.100 3.021 -6.867
H18 3.913 -0.468 0.201
H19 -5.423 1.525 8.388
H20 3.172 -0.473 -7.614
H21 2.848 -2.715 5.176
H22 0.348 3.600 -4.590
H23 2.781 -4.882 6.169
H24 -0.133 -0.426 6.380
H25 -2.431 -3.715 -0.257
H26 2.041 4.237 -1.147
H27 -0.150 1.200 5.711
H28 0.908 -2.350 -5.268
H29 -3.890 -0.727 2.486
H30 3.550 1.758 -2.822
H31 -3.063 1.201 0.660
H32 5.883 -1.136 -2.885
H33 -3.003 -2.533 4.679
H34 -5.902 0.153 5.343
H35 -0.757 -3.284 -0.756
H36 -2.658 -4.129 3.999
H37 2.140 0.757 -6.850
H38 5.276 1.793 -2.421
H39 -1.218 0.242 -3.884
H40 2.879 -0.432 4.802
H41 5.444 -1.772 -1.290
H42 -2.360 -1.061 -5.580
H43 -5.122 -0.157 8.818
H44 -2.603 -2.683 2.974
H45 -0.813 -4.901 5.082
H46 1.868 2.619 -1.671
H47 2.981 0.883 -0.440
H48 1.843 4.538 1.394
H49 6.401 -0.278 -1.417
H50 -1.037 1.679 -8.599
H51 -4.591 0.883 2.601
H52 1.909 -5.935 5.054
H53 -1.314 -2.860 0.855
H54 -6.404 0.246 7.667
H55 1.553 -2.354 -6.931
H56 0.279 3.752 1.971
H57 -0.544 0.945 7.421
H58 -2.687 0.641 8.105

Mulliken atomic charge list, values in e, 2 entries: -0.44 0.65

***

C2H9N4 | ωB97M-V with the def2-TZVPD basis set

The value obtained for the energy above the lowest of the compared OMol25 structures with the same formula, charge and spin is 372.8 kJ/mol. The HOMO energy is -0.5130 hartree. As for the total energy: -8170.9631 eV. The gap between HOMO and LUMO comes out at 10.8 eV. The charge is +1.

Positions of all 15 atoms, in Å:
N1 3.960 -0.430 -0.297
N2 -1.510 0.463 -0.741
N3 2.756 -0.163 0.323
N4 0.708 1.089 0.290
C1 1.864 0.577 0.315
C2 -1.946 -0.480 0.477
H1 -2.744 0.080 1.103
H2 0.422 1.608 1.070
H3 4.333 -1.116 0.380
H4 4.584 0.364 -0.583
H5 -0.966 -0.503 0.923
H6 -1.651 0.296 -1.711
H7 -1.853 1.377 -0.632
H8 -0.309 0.782 -0.322
H9 -2.373 -1.478 0.242

Mulliken atomic charge list, values in e, 2 entries: -0.47 -0.61

***

CH6NPS | ωB97M-V with the def2-TZVPD basis set

The value obtained for the energy above the lowest of the compared OMol25 structures with the same formula, charge and spin is 305.6 kJ/mol. The HOMO energy (alpha / beta) is -0.3024 / -0.3022 hartree. As for the total energy: -22745.6113 eV. The gap between HOMO and LUMO (alpha / beta) comes out at 7.9 / 7.9 eV.

Positions of all 10 atoms, in Å:
S1 -2.015 -0.952 -0.088
P1 -0.588 0.474 0.403
N1 -1.050 1.750 -0.359
C1 1.685 -0.934 -0.082
H1 1.633 -1.685 0.683
H2 1.495 -1.252 -1.089
H3 -0.552 2.605 -0.163
H4 -0.663 0.427 1.819
H5 2.422 -0.165 0.047
H6 -2.366 -0.268 -1.171

Mulliken atomic charge list, values in e, 2 entries: -0.28 0.39

***

Repeat the second record exactly.
C2H5IP2 | ωB97M-V with the def2-TZVPD basis set

The value obtained for the energy above the lowest of the compared OMol25 structures with the same formula, charge and spin is 227.5 kJ/mol. The HOMO energy (alpha / beta) is -0.3057 / -0.3056 hartree. As for the total energy: -28829.3200 eV. The gap between HOMO and LUMO (alpha / beta) comes out at 7.4 / 7.4 eV.

Positions of all 10 atoms, in Å:
I1 -2.176 -0.993 -1.031
P1 -1.433 2.290 0.470
P2 -0.272 0.806 1.371
C1 -0.722 -0.739 0.438
C2 1.242 -0.759 -0.679
H1 -0.260 -1.512 0.942
H2 -0.526 3.189 1.015
H3 0.884 -1.354 -1.480
H4 1.884 -1.170 -0.018
H5 1.378 0.242 -1.026

Mulliken atomic charge list, values in e, 2 entries: 0.11 -0.08